{
  "formula": "C78H65FGeN6O3P3STl",
  "method": "ωB97M-V/def2-TZVPD",
  "elements": ["Tl", "Ge", "S", "P", "P", "P", "F", "O", "O", "O", "N", "N", "N", "N", "N", "N", "C", "C", "C", "C", "C", "C", "C", "C", "C", "C", "C", "C", "C", "C", "C", "C", "C", "C", "C", "C", "C", "C", "C", "C", "C", "C", "C", "C", "C", "C", "C", "C", "C", "C", "C", "C", "C", "C", "C", "C", "C", "C", "C", "C", "C", "C", "C", "C", "C", "C", "C", "C", "C", "C", "C", "C", "C", "C", "C", "C", "C", "C", "C", "C", "C", "C", "C", "C", "C", "C", "C", "C", "C", "C", "C", "C", "C", "C", "H", "H", "H", "H", "H", "H", "H", "H", "H", "H", "H", "H", "H", "H", "H", "H", "H", "H", "H", "H", "H", "H", "H", "H", "H", "H", "H", "H", "H", "H", "H", "H", "H", "H", "H", "H", "H", "H", "H", "H", "H", "H", "H", "H", "H", "H", "H", "H", "H", "H", "H", "H", "H", "H", "H", "H", "H", "H", "H", "H", "H", "H", "H", "H", "H"],
  "positions_angstrom": [[0.43, -0.05, -0.29], [-0.40, -3.89, 0.24], [1.37, 3.10, -1.57], [1.82, -1.40, 2.08], [0.46, -2.08, -2.60], [-1.67, -0.97, 1.94], [-0.21, -5.71, 0.48], [3.95, 3.74, 2.83], [1.62, 1.45, 1.71], [2.55, -0.65, -1.99], [3.57, -0.28, -2.68], [-0.19, 4.89, -2.65], [1.67, 4.26, -3.93], [-0.10, 2.90, 1.60], [-2.08, 0.42, -1.03], [-0.78, 2.05, 0.83], [2.71, -2.12, 6.54], [-0.59, 5.81, -3.55], [-1.22, 0.87, 4.01], [5.73, 0.48, -4.24], [3.52, -5.16, 0.05], [-2.40, 1.66, -0.89], [1.79, -1.63, -5.11], [-3.55, 2.28, -1.53], [2.44, -3.52, -3.80], [-4.27, -1.03, 0.92], [-3.38, -2.74, 3.18], [-1.08, -3.94, -4.04], [5.10, 0.11, 0.03], [0.67, 4.69, 5.15], [3.01, 1.14, 1.66], [-2.29, 1.33, -4.33], [0.17, 5.96, -4.68], [-3.00, 0.06, -3.98], [3.62, -3.48, 1.74], [4.56, -1.15, -2.94], [1.97, 4.97, 5.55], [3.17, -0.34, 1.43], [1.52, 3.50, 3.19], [-1.11, -4.17, -1.64], [2.27, -1.66, 3.84], [3.62, -3.01, -5.82], [-3.94, 0.20, -2.75], [-0.66, -3.52, -2.78], [4.20, -4.55, 1.08], [0.47, 3.98, 3.99], [1.78, -2.88, 5.85], [-5.89, 0.73, 1.01], [-2.44, -5.02, 1.99], [-5.53, -0.55, 0.63], [-1.38, -0.48, 3.70], [1.61, -2.42, -3.99], [4.72, 1.38, -3.92], [4.74, 1.46, -0.10], [2.22, -4.77, -0.23], [3.66, 0.98, -3.15], [-2.12, -0.93, -3.17], [-2.32, -2.65, 2.28], [-4.32, 1.58, -2.36], [-4.97, 1.52, 1.69], [-0.99, 1.51, -4.08], [-0.15, 0.45, -3.56], [-1.84, -3.80, 1.67], [2.82, 3.91, 3.54], [-1.10, 1.29, 5.32], [1.06, 2.61, 2.10], [1.32, 5.13, -4.83], [3.68, 1.95, 0.58], [-1.08, 0.36, 6.35], [5.63, -0.81, -3.72], [3.23, -0.92, 4.52], [1.60, -3.74, 0.46], [2.17, 5.24, -6.05], [2.80, -1.92, -6.02], [4.23, -0.77, 0.67], [-1.15, -0.99, 6.04], [-3.97, -3.94, 3.48], [-3.71, 1.04, 1.98], [-3.34, -0.25, 1.62], [-2.42, -5.65, -3.03], [-1.30, -1.40, 4.73], [-1.95, -5.00, -4.16], [-1.82, 6.58, -3.26], [2.35, -3.02, 1.40], [-2.01, -5.23, -1.78], [0.95, 4.12, -2.81], [-2.84, -0.45, -1.87], [-0.64, -0.76, -3.23], [3.44, -1.16, 5.87], [3.02, 4.61, 4.74], [-3.50, -5.09, 2.88], [3.44, -3.82, -4.72], [-1.60, 2.52, -0.04], [1.55, -2.64, 4.51], [1.65, -5.32, -0.97], [-0.99, 0.68, 7.37], [-3.80, 3.29, -1.23], [1.22, -3.65, 6.36], [-3.94, -6.05, 3.10], [-1.76, 7.07, -2.29], [4.03, 4.88, 4.97], [1.15, -0.78, -5.29], [-0.70, 4.76, -1.78], [-5.25, 2.52, 2.01], [2.94, -1.29, -6.88], [3.24, 2.90, 0.31], [5.97, -0.27, -0.48], [-3.75, -1.83, 3.65], [2.31, -4.14, -2.92], [3.97, -5.97, -0.51], [3.80, 3.42, 1.93], [0.83, -3.23, 3.96], [3.45, 1.38, 2.65], [-0.09, 6.68, -5.44], [-0.53, 3.76, 3.67], [-2.41, -1.96, -3.38], [-0.51, 2.44, -4.34], [-0.71, -3.43, -4.91], [2.88, -2.29, 7.59], [2.16, 5.50, 6.47], [-2.37, -5.74, -0.90], [0.91, 0.65, -3.53], [-0.17, 5.03, 5.74], [-1.02, 2.34, 5.55], [-4.02, -2.04, 0.64], [4.76, 2.40, -4.27], [-1.09, -1.73, 6.83], [-4.82, -0.43, -2.85], [-2.68, 5.92, -3.25], [5.26, 2.09, -0.81], [-2.07, -5.93, 1.55], [-1.37, -2.46, 4.53], [6.39, -1.54, -3.92], [-3.16, -1.29, -1.24], [-2.27, -5.33, -5.14], [-4.79, -3.98, 4.19], [-3.09, -6.49, -3.12], [-1.98, 7.34, -4.02], [1.83, 4.51, -6.78], [4.19, -0.59, 6.40], [-5.21, 2.00, -2.80], [-1.17, 1.59, 3.21], [4.08, -4.68, -4.56], [-1.73, 3.59, -0.17], [-6.88, 1.11, 0.80], [3.20, 5.02, -5.81], [3.83, -0.18, 4.01], [-3.02, 1.67, 2.51], [6.56, 0.77, -4.85], [-6.23, -1.18, 0.11], [4.39, -1.82, 0.52], [4.16, -2.98, 2.54], [5.19, -4.88, 1.36], [2.87, 1.66, -2.86], [4.42, -2.14, -2.52], [2.09, 6.23, -6.50], [4.42, -3.22, -6.53], [-3.48, -0.35, -4.87], [-2.89, 2.10, -4.79]],
  "lumo_ev": [-2.8319, -3.1091],
  "multiplicity": 2,
  "orbital_gap_ev": [6.288, 6.045],
  "total_charge": 1,
  "max_force_ha_per_bohr": 0.0391,
  "total_energy_ha": -7336.74837
}